DFT (the ωB97M-V functional and the def2-TZVPD basis) results for 2 unconnected molecules or ions with the total composition C4H10O2S in a non-equilibrium geometry.

Energy in a.u.: -707.03103
Energy above the lowest of the compared OMol25 structures with the same formula, charge and spin in eV: 1.6969
Kohn-Sham gap in eV: 9.8
Molar mass in g/mol: 122.19
SMILES string: O=CCCCS.O

Element x y z (Å)
O 0.49347 3.62940 -1.88113
C 0.63777 2.54621 -1.36493
C -0.58097 1.77663 -0.94595
C -0.30627 0.58350 -0.01842
C 0.29390 1.08977 1.30316
S 1.05150 -0.03750 2.49588
H 1.67174 2.08985 -1.45124
H -1.08195 1.55158 -1.88820
H -1.38004 2.41419 -0.57056
H -1.21799 0.01405 0.13239
H 0.46068 -0.02717 -0.49083
H -0.43163 1.70538 1.86157
H 1.02456 1.91128 1.22166
H 0.09107 -0.99661 2.52673
O -0.56178 -6.08135 -0.29562
H -0.10282 -6.90923 -0.36907
H -0.06125 -5.26000 -0.26544